Computed, not measured: 13 unconnected molecules or ions with the total composition C42H118N8O18 in a non-equilibrium geometry, with the ωB97M-V functional and the def2-TZVPD basis.

Results
- charge = 0
- calculated total energy (hartree) = -3463.07739
- gap between HOMO and LUMO (Eh) = 0.3324
- relative energy (zero: lowest compared OMol25 entry of this formula, charge and spin) (kJ/mol) = 208.12
- strongest force on any atom (eV/Å) = 3.642
- LUMO (eV) = 0.436

```
186
Properties=species:S:1:pos:R:3:mulliken_charge:R:1
C 2.47434 4.37295 1.29562 -0.7881
C 2.36792 4.55127 -0.19672 0.2415
O 1.19267 5.05995 -0.68358 -0.5610
O 1.37519 3.66823 1.92542 -0.1240
H 2.49018 5.37667 1.71077 0.4514
H 3.32520 3.82341 1.59460 0.4276
H 2.58824 3.54781 -0.67761 -0.4486
H 3.25554 5.10996 -0.41405 0.5838
H 0.46110 4.38710 -0.46550 0.2413
H 0.59477 4.16034 1.86980 0.0862
C 5.19827 3.32255 5.08944 -0.4038
C 5.75929 2.00038 4.72963 -0.1358
O 4.73432 0.93250 4.78609 -0.7093
O 4.39241 3.69888 4.01268 -0.4271
H 6.09481 4.03770 5.24599 0.2941
H 4.49375 3.21243 5.97311 0.2640
H 6.59709 1.77220 5.43747 0.2951
H 6.19703 2.01682 3.71760 -0.0313
H 4.77158 0.42151 3.96670 0.4985
H 3.49687 3.85928 4.29372 0.2610
C -0.03169 2.44646 4.63791 -0.3757
C 1.15284 1.55516 4.45553 0.0953
O 2.19466 2.13682 5.08053 -0.5611
O -0.43645 2.49918 6.03694 -0.5967
H -0.93328 2.01257 4.13695 -0.4223
H 0.30644 3.36563 4.26516 0.5663
H 1.27817 1.44848 3.34562 -0.2638
H 0.92617 0.58505 4.81352 0.7052
H 3.02158 1.65672 4.94926 0.4183
H 0.39907 2.62403 6.51555 0.3768
C 0.13105 -0.23293 1.25008 -0.0970
C 0.89826 0.21829 0.04534 -0.4997
O 2.07117 0.98307 0.42923 0.9903
O -0.70364 0.78550 1.78042 1.8486
H 0.78949 -0.54189 2.07564 -0.5142
H -0.39078 -1.12882 0.92159 -0.1301
H 0.27760 0.89490 -0.59288 -0.1943
H 1.27768 -0.65078 -0.50436 0.6747
H 1.85963 1.57060 1.19395 -0.7382
H -1.61918 0.58346 1.45071 -0.8398
C 3.46929 1.91354 -2.53398 0.9932
C 3.16181 0.66151 -3.31369 -0.0034
O 3.42833 0.81400 -4.74424 -0.6069
O 4.88422 2.14622 -2.48244 -0.5645
H 3.26556 1.67495 -1.49805 -1.2636
H 2.98322 2.85753 -2.96152 0.5789
H 2.12120 0.32335 -3.08859 0.0861
H 3.81969 -0.14959 -2.83472 0.0975
H 2.83593 0.32852 -5.33380 0.3568
H 5.16505 2.80511 -3.14500 0.3241
C 6.49412 0.41394 1.16947 -2.1739
C 5.10038 -0.12313 0.87862 2.3939
C 5.24487 -1.32844 -0.01390 -1.4984
O 4.00777 -2.06397 -0.11364 0.4131
C 4.14073 -3.35579 -0.69264 -0.6074
N 4.33964 -0.32021 2.17676 -0.0903
H 6.46957 1.37174 1.56779 0.4077
H 7.15996 0.46013 0.34274 0.4839
H 6.97892 -0.22446 1.87955 0.4868
H 4.45542 0.57899 0.36030 -1.1427
H 5.95629 -1.99360 0.48927 0.4538
H 5.64208 -1.06726 -0.99698 0.4124
H 4.61576 -3.39420 -1.68533 0.3820
H 3.11744 -3.76965 -0.69416 0.0161
H 4.70695 -4.03945 0.04730 0.1323
H 3.35924 -0.19680 1.93695 -0.3173
H 4.49689 -1.27681 2.54543 0.2764
C -2.55942 4.59503 -6.62523 -1.4571
C -1.84792 3.27559 -6.42340 0.4748
C -1.64761 3.00117 -4.92478 -0.4044
O -0.76354 3.98332 -4.49605 -0.5058
C -0.31928 3.75838 -3.22083 -0.0254
N -2.66138 2.21638 -6.99553 -0.6030
H -3.61455 4.47886 -6.35215 0.3474
H -2.64437 4.73680 -7.69719 0.4087
H -2.12687 5.45651 -6.15887 0.3206
H -0.87422 3.15077 -6.96729 0.2323
H -1.24539 1.98413 -4.94470 0.1307
H -2.53839 3.02282 -4.31779 0.2429
H -1.24564 3.45928 -2.66403 0.0204
H 0.15216 4.64451 -2.89459 0.4089
H 0.31970 2.83839 -3.23015 0.0239
H -3.62335 2.31743 -6.82646 0.2027
H -2.28343 1.33094 -6.94329 0.2067
C -3.20027 -2.73273 5.04636 -1.7201
C -2.92355 -1.41559 4.34409 2.1659
C -3.98837 -0.39795 4.68642 -1.1945
O -3.86030 0.84895 4.04252 0.1661
C -4.90266 1.75775 4.40826 -0.8246
N -1.61097 -0.90911 4.74754 -0.2249
H -3.89776 -3.32690 4.44483 0.3584
H -3.30010 -2.59931 6.10402 0.4485
H -2.29062 -3.33509 4.89189 0.2937
H -2.88107 -1.65807 3.23520 -1.0495
H -3.87287 -0.10953 5.75857 0.3886
H -4.99334 -0.79305 4.45780 0.3519
H -5.06380 1.74872 5.45526 0.4556
H -5.83889 1.41991 3.94778 0.3012
H -4.57769 2.73077 4.03497 0.0607
H -1.37561 -0.15926 4.16616 -0.3990
H -1.76503 -0.46183 5.68169 0.3345
C 2.36983 -4.33518 4.70549 -1.7445
C 1.93957 -3.55569 3.46541 1.5343
C 1.97282 -4.35997 2.13994 -0.3610
O 3.26799 -4.78950 1.85278 -0.3761
C 3.21332 -5.88488 1.03894 -0.8137
N 0.54315 -3.18948 3.74178 -0.1402
H 3.29449 -4.88630 4.69385 0.3974
H 1.65382 -5.06124 4.96939 0.4500
H 2.44816 -3.68738 5.62033 0.4033
H 2.53000 -2.65788 3.12355 -0.7499
H 1.62818 -3.71715 1.33634 0.0319
H 1.23382 -5.19161 2.21840 0.3584
H 3.05312 -6.78507 1.66260 0.3525
H 4.07360 -6.04452 0.41924 0.3356
H 2.30338 -5.82631 0.38562 0.2851
H 0.30614 -2.34923 3.22321 -0.4358
H 0.46078 -2.86310 4.71252 0.3606
C -2.15129 -3.90841 1.17563 -1.1229
C -1.53046 -4.39859 -0.10157 1.5410
C -2.51666 -4.89160 -1.11496 -1.2010
O -1.89921 -5.38517 -2.29282 -0.2198
C -1.70024 -6.81984 -2.25458 -0.8603
N -0.64466 -3.29838 -0.61905 0.6410
H -3.13860 -4.34417 1.49305 0.5700
H -2.38111 -2.82720 1.09274 -0.4190
H -1.42996 -4.02215 1.98397 0.1701
H -0.84588 -5.22494 0.02147 0.2113
H -3.24955 -4.07260 -1.40472 0.0443
H -3.17543 -5.66650 -0.58691 0.5314
H -1.36483 -7.09841 -1.28779 0.3639
H -0.94138 -7.02606 -3.01916 0.2325
H -2.60048 -7.31153 -2.47936 0.3314
H 0.16590 -3.68317 -1.11743 0.1562
H -0.19069 -2.88888 0.18583 -1.0229
C -2.25765 5.79266 0.24188 -1.6709
C -2.13557 4.49482 1.11564 0.3782
C -3.40592 3.89772 1.50068 0.3592
O -4.31722 3.72708 0.42478 -0.4112
C -5.47653 3.06739 0.82272 -0.4587
N -1.22656 3.55486 0.36952 0.7670
H -3.17997 6.34185 0.49751 0.4487
H -2.33991 5.57829 -0.82683 0.2460
H -1.40388 6.44056 0.39606 0.3686
H -1.61190 4.80452 2.06917 0.1570
H -3.85375 4.51520 2.30467 0.6953
H -3.17025 2.93285 2.02615 -0.5351
H -6.00522 2.80289 -0.13626 0.2143
H -6.12364 3.73065 1.42366 0.3375
H -5.31894 2.11118 1.32746 0.0060
H -0.87236 2.80385 0.97239 -0.5786
H -1.78097 3.25548 -0.41966 -0.0969
C -5.59704 -0.32815 -0.30141 -1.7032
C -4.11490 -0.56577 -0.02199 0.3395
C -3.17808 -0.57091 -1.29237 -0.2192
O -3.60478 -1.55226 -2.20391 -0.5472
C -2.57004 -1.96977 -3.05123 -0.5004
N -3.56350 0.50152 0.85429 0.4626
H -6.07743 -1.16892 -0.76910 0.4562
H -5.77596 0.60899 -0.80486 0.3051
H -6.14343 -0.19501 0.69977 0.3135
H -3.94876 -1.55725 0.45325 -0.1133
H -2.10947 -0.80833 -0.97352 0.0681
H -3.19990 0.40566 -1.78847 0.6095
H -3.00251 -2.62979 -3.80178 0.4997
H -1.81472 -2.59032 -2.50911 -0.0161
H -2.14240 -1.11014 -3.58308 0.2497
H -3.97646 0.49027 1.77025 -0.3681
H -3.62779 1.45083 0.45155 -0.3265
C -0.24644 -1.93292 -8.32711 -1.3312
C -1.11569 -2.12610 -7.14383 0.0948
C -0.29075 -1.76258 -5.94274 0.6303
O 0.84585 -2.64515 -5.93914 -0.4629
C 1.62032 -2.61697 -4.80005 -0.5779
N -2.26187 -1.24785 -7.17654 -0.4172
H -0.71927 -2.12074 -9.27147 0.3968
H 0.60135 -2.57903 -8.19327 0.3447
H -0.06098 -0.83655 -8.25900 0.2791
H -1.29063 -3.16374 -7.02917 0.2884
H -0.78475 -1.81592 -4.99867 -0.3513
H 0.21169 -0.81170 -6.05863 0.0929
H 1.98286 -1.56051 -4.52103 0.1747
H 2.48750 -3.30512 -4.87757 0.3428
H 1.06376 -3.03424 -3.94516 0.1262
H -2.88503 -1.46276 -7.94524 0.2463
H -2.81137 -1.23619 -6.32330 0.1308
```